Model a:
Density functional theory data (ωB97M-V with the def2-TZVPD basis set) for a 2-piece molecular cluster, C3H9O3 overall.

ORCA input file:
```
! RIJCOSX wB97M-V def2-TZVPD def2/J DEFGRID3
* xyz -1 1
C -0.502 -0.685 0.560
C -1.811 -0.085 0.985
O -3.019 -0.903 1.138
C 0.142 -0.040 -0.679
O 1.126 0.810 -0.411
H -0.586 -1.778 0.354
H 0.299 -0.602 1.377
H -1.639 0.673 1.757
H -2.031 0.646 0.230
H -2.755 -1.799 0.897
H 0.226 -0.965 -1.451
H -0.811 0.453 -0.986
H 4.154 1.952 -1.768
H 3.123 1.104 -0.862
O 4.082 1.219 -1.140
*
```

The calculation puts the orbital gap at 0.2476 hartree. For the molecular weight, the calculation gives 93.10 g mol⁻¹. The value obtained for the HOMO energy is -0.109 Eh.

Model b:
Density functional theory data (ωB97M-V with the def2-TZVPD basis set) for a 2-piece molecular cluster, C3H9O3 overall.

ORCA input file:
```
! RIJCOSX wB97M-V def2-TZVPD def2/J DEFGRID3
* xyz -1 1
C -0.572 0.312 -0.470
O -0.203 1.454 0.263
C 0.438 -0.851 -0.886
C 1.150 -1.146 0.528
O 2.298 -2.193 0.359
H -1.399 -0.168 -0.041
H -0.861 0.706 -1.421
H 0.896 -0.403 -1.778
H -0.152 -1.686 -1.239
H 1.636 -0.179 0.751
H 0.601 -1.672 1.299
H 2.196 -2.270 -0.583
H -1.964 3.434 1.378
H -1.596 2.020 0.730
O -2.467 2.641 1.110
*
```

The calculation puts the orbital gap at 0.2674 hartree. For the molecular weight, the calculation gives 93.10 g mol⁻¹. The value obtained for the HOMO energy is -0.125 Eh.

Name the least stable of them. model b.

Model a:
Density functional theory data (ωB97M-V with the def2-TZVPD basis set) for one molecule with the formula C20H23N3O3.

ORCA input file:
```
! RIJCOSX wB97M-V def2-TZVPD def2/J DEFGRID3
* xyz 0 1
C 3.660 -2.655 -0.851
C 2.988 -2.607 0.517
O 2.269 -1.398 0.699
C 3.001 -0.273 1.019
C 3.797 -0.190 2.149
C 4.442 0.995 2.461
C 4.285 2.105 1.650
C 3.495 2.037 0.515
C 2.856 0.850 0.184
N 2.086 0.675 -0.964
C 1.565 1.611 -1.789
O 1.714 2.809 -1.675
C 0.738 1.003 -2.922
C -0.550 0.363 -2.391
N -1.136 1.195 -1.366
C -2.181 0.689 -0.625
C -3.147 1.486 -0.025
C -4.155 0.938 0.755
C -5.182 1.830 1.383
C -4.209 -0.446 0.944
C -5.293 -1.066 1.773
C -3.235 -1.245 0.360
C -2.229 -0.693 -0.411
N -1.207 -1.482 -0.957
C -0.290 -1.044 -1.834
O 0.647 -1.731 -2.200
H 4.167 -3.607 -0.981
H 2.910 -2.543 -1.631
H 4.389 -1.852 -0.940
H 2.236 -3.397 0.598
H 3.729 -2.742 1.313
H 3.901 -1.050 2.795
H 5.058 1.050 3.346
H 4.781 3.030 1.898
H 3.368 2.895 -0.123
H 1.843 -0.297 -1.128
H 0.495 1.805 -3.620
H 1.319 0.239 -3.440
H -1.244 0.217 -3.247
H -1.167 2.181 -1.577
H -3.101 2.556 -0.170
H -5.171 1.722 2.467
H -6.181 1.570 1.035
H -4.990 2.871 1.137
H -5.264 -0.683 2.793
H -5.180 -2.146 1.808
H -6.274 -0.834 1.361
H -3.253 -2.314 0.514
H -1.098 -2.424 -0.606
*
```

The calculation puts the orbital gap at 0.3103 hartree. For the molecular weight, the calculation gives 353.42 g mol⁻¹. The value obtained for the HOMO energy is -0.284 Eh. Its SMILES is CCOc1ccccc1NC(=O)C[C@@H]1Nc2cc(C)c(C)cc2NC1=O.

Model b:
Density functional theory data (ωB97M-V with the def2-TZVPD basis set) for one molecule with the formula C20H23N3O3.

ORCA input file:
```
! RIJCOSX wB97M-V def2-TZVPD def2/J DEFGRID3
* xyz 0 1
C -6.779 -2.538 -0.985
C -5.997 -1.535 -1.821
O -4.683 -1.326 -1.298
C -4.565 -0.457 -0.284
O -5.487 0.142 0.196
C -3.109 -0.351 0.124
N -2.918 0.473 1.296
C -3.412 -0.170 2.494
C -1.535 0.898 1.433
C -1.155 1.834 0.334
C -2.015 2.727 -0.329
N -1.383 3.389 -1.276
N -0.132 2.941 -1.254
C 0.074 2.001 -0.293
C 1.369 1.375 -0.088
C 1.786 1.019 1.214
C 3.001 0.431 1.422
C 3.875 0.164 0.348
C 5.133 -0.442 0.546
C 5.965 -0.683 -0.519
O 7.195 -1.259 -0.447
C 7.680 -1.648 0.815
C 5.556 -0.322 -1.825
C 4.345 0.263 -2.038
C 3.467 0.526 -0.962
C 2.212 1.129 -1.150
H -7.745 -2.722 -1.447
H -6.234 -3.476 -0.915
H -6.937 -2.143 0.015
H -5.841 -1.904 -2.836
H -6.523 -0.575 -1.848
H -2.580 0.105 -0.718
H -2.714 -1.377 0.248
H -2.872 -1.103 2.728
H -3.310 0.515 3.334
H -4.467 -0.395 2.362
H -0.839 0.037 1.450
H -1.451 1.416 2.395
H -3.057 2.886 -0.141
H 0.558 3.335 -1.873
H 1.140 1.243 2.048
H 3.311 0.167 2.423
H 5.413 -0.704 1.555
H 8.664 -2.076 0.635
H 7.035 -2.404 1.276
H 7.775 -0.791 1.490
H 6.236 -0.528 -2.636
H 4.040 0.535 -3.038
H 1.908 1.378 -2.158
*
```

The calculation puts the orbital gap at 0.3074 hartree. For the molecular weight, the calculation gives 353.42 g mol⁻¹. The value obtained for the HOMO energy is -0.292 Eh. Its SMILES is CCOC(=O)CN(C)Cc1cn[nH]c1-c1ccc2cc(OC)ccc2c1.

Name the least stable of them. model b.

Model a:
Density functional theory data (ωB97M-V with the def2-TZVPD basis set) for a 3-piece molecular cluster, C6H12N2O3 overall.

ORCA input file:
```
! RIJCOSX wB97M-V def2-TZVPD def2/J DEFGRID3
* xyz 0 1
C 0.665 -0.182 -0.873
C 0.945 4.149 -1.305
C 2.038 -0.635 -1.105
C -1.698 -1.468 1.263
C -1.270 -0.121 0.965
C 0.078 -0.236 0.317
N 1.398 -1.589 1.753
N -2.051 0.342 -0.143
O 1.570 3.702 -0.442
O -0.043 0.330 -1.870
O 0.395 4.450 -2.274
H 2.376 -0.229 -2.059
H 2.808 -0.441 -0.384
H 2.081 -1.672 -1.342
H -0.988 -2.180 1.701
H -2.622 -1.453 1.718
H -1.905 -1.855 0.241
H -1.454 0.575 1.848
H 2.393 -1.588 1.493
H 1.431 -1.174 2.663
H -0.977 0.505 -1.579
H -2.613 -0.512 -0.527
H -2.557 1.283 -0.059
*
```

The calculation puts the orbital gap (alpha / beta) at 0.3071 / 0.3092 hartree. For the molecular weight, the calculation gives 160.17 g mol⁻¹. The value obtained for the HOMO energy (alpha / beta) is -0.298 / -0.300 Eh.

Model b:
Density functional theory data (ωB97M-V with the def2-TZVPD basis set) for one molecule with the formula C6H12N2O3.

ORCA input file:
```
! RIJCOSX wB97M-V def2-TZVPD def2/J DEFGRID3
* xyz 0 1
C 0.546 0.377 1.862
C 0.968 1.235 0.794
N 1.215 2.678 1.113
C -0.185 1.295 -0.212
O -0.988 2.199 -0.042
N -0.259 0.418 -1.347
C -0.034 -1.066 -1.364
C 1.398 -1.540 -1.505
C -0.653 -1.745 -0.202
O -0.300 -2.601 0.532
O -1.927 -1.185 -0.053
H -0.065 0.909 2.634
H 1.411 0.059 2.473
H -0.090 -0.486 1.523
H 1.937 0.814 0.261
H 0.391 3.080 1.521
H 2.050 2.729 1.646
H -1.135 0.596 -1.733
H -0.636 -1.372 -2.277
H 1.830 -1.171 -2.467
H 1.396 -2.607 -1.486
H 1.996 -0.990 -0.715
H -2.287 -1.869 0.523
*
```

The calculation puts the orbital gap at 0.3637 hartree. For the molecular weight, the calculation gives 160.17 g mol⁻¹. The value obtained for the HOMO energy is -0.343 Eh. Its SMILES is C[C@H](N)C(=O)N[C@@H](C)C(=O)O.

Name the least stable of them. model a.

Model a:
Density functional theory data (ωB97M-V with the def2-TZVPD basis set) for one molecule with the formula C4H3N.

ORCA input file:
```
! RIJCOSX wB97M-V def2-TZVPD def2/J DEFGRID3
* xyz 0 1
C -1.098 0.126 -0.250
C 0.079 0.939 -0.048
C 1.276 1.038 0.208
C 1.805 -0.248 0.413
N 1.890 -1.404 0.514
H -1.873 0.250 0.508
H -0.576 -0.852 -0.085
H -1.504 0.151 -1.261
*
```

The calculation puts the orbital gap at 0.3657 hartree. For the molecular weight, the calculation gives 65.07 g mol⁻¹. The value obtained for the HOMO energy is -0.382 Eh. Its SMILES is CC#CC#N.

Model b:
Density functional theory data (ωB97M-V with the def2-TZVPD basis set) for one molecule with the formula C4H3N.

ORCA input file:
```
! RIJCOSX wB97M-V def2-TZVPD def2/J DEFGRID3
* xyz 0 1
C 2.090 -0.554 -0.014
C 0.932 -0.116 -0.234
C -0.446 0.581 0.054
C -1.573 -0.417 0.013
N -2.816 -0.591 -0.039
H 2.946 -1.054 0.279
H -0.812 1.061 -1.072
H -0.319 1.091 1.013
*
```

The calculation puts the orbital gap at 0.3938 hartree. For the molecular weight, the calculation gives 65.07 g mol⁻¹. The value obtained for the HOMO energy is -0.388 Eh. Its SMILES is C#CCC#N.

Name the least stable of them. model b.

Model a:
Density functional theory data (ωB97M-V with the def2-TZVPD basis set) for one molecule with the formula C4H3N.

ORCA input file:
```
! RIJCOSX wB97M-V def2-TZVPD def2/J DEFGRID3
* xyz 0 1
C 0.591 -0.712 -0.495
C -0.557 0.182 -0.102
C -1.774 0.390 -0.552
C -0.480 1.099 1.009
N -0.422 1.838 1.902
H 0.329 -1.317 -1.365
H 0.845 -1.375 0.337
H 1.468 -0.105 -0.734
*
```

The calculation puts the orbital gap at 0.3459 hartree. For the molecular weight, the calculation gives 65.07 g mol⁻¹. The value obtained for the HOMO energy is -0.395 Eh.

Model b:
Density functional theory data (ωB97M-V with the def2-TZVPD basis set) for one molecule with the formula C4H3N.

ORCA input file:
```
! RIJCOSX wB97M-V def2-TZVPD def2/J DEFGRID3
* xyz 0 1
C 1.516 -1.092 0.042
C 0.498 -0.561 -0.209
C -0.777 0.114 -0.340
C -0.708 1.380 0.359
N -0.416 2.190 1.234
H 2.488 -1.531 0.066
H -1.433 -0.637 0.187
H -1.168 0.136 -1.339
*
```

The calculation puts the orbital gap at 0.4191 hartree. For the molecular weight, the calculation gives 65.07 g mol⁻¹. The value obtained for the HOMO energy is -0.395 Eh. Its SMILES is C#CCC#N.

Name the least stable of them. model a.

Model a:
Density functional theory data (ωB97M-V with the def2-TZVPD basis set) for a 2-piece molecular cluster, C3H9O overall.

ORCA input file:
```
! RIJCOSX wB97M-V def2-TZVPD def2/J DEFGRID3
* xyz -1 1
C 1.234 2.213 1.028
H 1.033 1.407 0.332
H 2.200 2.744 0.757
H 0.537 3.055 1.050
H 1.355 1.664 2.024
C -0.291 -0.805 -0.319
O 0.158 0.109 -1.229
C -1.259 -1.939 -0.918
H 0.554 -1.469 0.127
H -0.939 -0.242 0.495
H -1.373 -2.913 -0.332
H -2.282 -1.666 -1.093
H -0.926 -2.158 -1.925
*
```

The calculation puts the orbital gap at 0.2506 hartree. For the molecular weight, the calculation gives 61.10 g mol⁻¹. The value obtained for the HOMO energy is -0.084 Eh.

Model b:
Density functional theory data (ωB97M-V with the def2-TZVPD basis set) for a 2-piece molecular cluster, C3H9O overall.

ORCA input file:
```
! RIJCOSX wB97M-V def2-TZVPD def2/J DEFGRID3
* xyz -1 1
C 2.592 0.735 -1.302
H 1.914 1.146 -2.067
H 3.026 1.627 -0.697
H 2.031 0.056 -0.593
H 3.406 0.224 -1.733
C -1.217 -0.981 0.337
O -0.364 -0.252 -0.397
C -2.031 -0.007 1.236
H -1.833 -1.755 -0.271
H -0.690 -1.635 1.064
H -2.808 -0.492 1.931
H -1.426 0.584 1.944
H -2.600 0.751 0.548
*
```

The calculation puts the orbital gap at 0.2416 hartree. For the molecular weight, the calculation gives 61.10 g mol⁻¹. The value obtained for the HOMO energy is -0.077 Eh.

Name the least stable of them. model a.